(1)
86
Properties=species:S:1:pos:R:3 method="wB97M-V/def2-TZVPD" lumo_energy_ha="-0.006 / -0.033" total_charge=0 spin_multiplicity=4 e_above_lowest_kcal_mol=78.3
Co 0.6428 -2.3463 2.3648
C 3.4233 -4.3348 -1.2898
C 3.1236 -3.1756 -1.8618
C 1.8962 -2.8530 -2.6724
C 0.6836 -2.4980 -1.7639
C 0.0492 -3.5828 -1.0103
C 0.3430 -4.9176 -0.9265
C 1.2759 -5.8330 -1.6240
C 2.8394 -5.6544 -1.5324
C 1.0162 -0.4825 3.0984
H 4.2171 -4.3515 -0.5575
H 3.6714 -2.3070 -1.5205
H 1.6075 -3.6883 -3.2973
H 2.0952 -1.8940 -3.2185
H 0.8224 -1.5769 -1.1689
H -0.1329 -2.2402 -2.3936
H -0.7097 -3.2381 -0.2689
H -0.3929 -5.4659 -0.3157
H 1.0013 -5.9846 -2.6485
H 1.1014 -6.7698 -1.1132
H 3.1555 -6.2271 -0.6435
H 3.1767 -6.0906 -2.4724
H 1.9425 -0.3962 3.6806
H 0.1977 -0.5505 3.8341
H 0.8862 0.4793 2.5672
P -0.1937 3.3939 -0.2517
P -2.4588 2.1511 0.3684
C -1.1025 2.9681 -1.7521
C -2.3581 2.5575 -1.4214
C 0.3849 5.1442 -0.5678
C 0.3571 5.7488 -1.8343
C 0.9230 7.0095 -2.0100
C 1.4716 7.7059 -0.9376
C 1.6058 7.0603 0.2966
C 1.0703 5.7829 0.4937
C 1.3732 2.4969 -0.3745
C 1.4439 1.1894 0.1179
C 2.4553 0.3703 -0.3266
C 3.5605 0.9252 -0.9947
C 3.5394 2.2644 -1.4044
C 2.4079 3.0285 -1.1504
C -3.8008 3.3731 0.7846
C -3.4701 4.7341 0.6879
C -4.4836 5.6814 0.5799
C -5.8209 5.2965 0.7477
C -6.1407 3.9630 0.9974
C -5.1291 2.9873 1.0127
C -3.3761 0.5846 0.3890
C -3.6520 0.0452 1.6660
C -4.3594 -1.1509 1.7649
C -4.7671 -1.8172 0.5948
C -4.4905 -1.2784 -0.6669
C -3.7940 -0.0746 -0.7721
H -0.6773 3.0401 -2.7496
H -3.2516 2.5133 -2.0441
H -0.1062 5.2111 -2.6635
H 0.9279 7.4231 -3.0072
H 1.8092 8.7323 -1.0705
H 2.1394 7.5558 1.1066
H 1.1830 5.2790 1.4606
H 0.7247 0.8654 0.8249
H 2.4155 -0.7190 -0.1685
H 4.4056 0.2922 -1.2498
H 4.3944 2.7065 -1.9208
H 2.3352 4.0557 -1.5311
H -2.4226 5.0260 0.6517
H -4.2148 6.7115 0.3629
H -6.6104 6.0384 0.6128
H -7.1796 3.6517 1.1540
H -5.3760 1.9328 1.1639
H -3.3381 0.5648 2.5730
H -4.6329 -1.5605 2.7452
H -5.3342 -2.7483 0.6593
H -4.8410 -1.7661 -1.5795
H -3.5890 0.3672 -1.7428
C 3.6036 -6.4655 2.8478
C 4.1502 -5.2617 2.4106
C 3.3259 -4.1327 2.1730
C 1.9441 -4.2827 2.1581
C 1.4476 -5.5930 2.1984
C 2.2098 -6.6280 2.8061
H 4.2437 -7.2986 3.1693
H 5.2184 -5.1635 2.2806
H 3.7799 -3.1438 2.0684
H 0.4468 -5.8260 1.8406
H 1.7407 -7.5393 3.1772



(2)
97
Properties=species:S:1:pos:R:3 method="wB97M-V/def2-TZVPD" lumo_energy_ha=0.082 total_charge=-1 spin_multiplicity=1 e_above_lowest_kcal_mol=11.4
Sc -1.1864 -0.3063 -0.3762
C -3.2685 -1.3551 3.3935
C -2.3170 -1.6250 2.2611
O -2.3906 -0.8094 1.2751
C -1.4644 -2.7027 2.3096
C -0.5373 -3.0385 1.2922
C 0.3391 -4.2379 1.5436
N -0.4244 -2.3535 0.1797
N 0.5530 -2.8568 -0.6947
C 0.5505 -2.1674 -1.7893
O -0.2566 -1.1890 -2.0512
C 1.5881 -2.4732 -2.8177
C 2.6990 -3.2534 -2.5028
C 3.6821 -3.4880 -3.4509
C 3.5661 -2.9479 -4.7251
C 2.4617 -2.1701 -5.0446
C 1.4793 -1.9298 -4.0946
H -3.2067 -0.2991 3.6593
H -3.0464 -1.9592 4.2707
H -4.2890 -1.5605 3.0609
H -1.4721 -3.3174 3.1974
H -0.0468 -4.8161 2.3807
H 1.3474 -3.8992 1.7955
H 0.4262 -4.8604 0.6567
H 2.7775 -3.6580 -1.5024
H 4.5464 -4.0880 -3.1933
H 4.3355 -3.1294 -5.4657
H 2.3638 -1.7475 -6.0373
H 0.6164 -1.3188 -4.3233
N -1.6004 1.7716 1.1189
C -2.2534 3.0716 0.9415
C -3.0810 3.1549 -0.3381
C -2.2942 3.5235 -1.6045
C -1.9058 2.3763 -2.5234
N -0.8593 1.5106 -1.9600
H -2.2563 1.1309 1.5601
H -0.8363 1.8140 1.7939
H -1.4820 3.8474 0.9236
H -2.8909 3.3005 1.8030
H -3.8565 3.9100 -0.1838
H -3.6092 2.2099 -0.4978
H -1.3956 4.0922 -1.3307
H -2.9001 4.2053 -2.2075
H -1.5772 2.7981 -3.4815
H -2.7774 1.7499 -2.7134
H -0.0078 2.0345 -1.7780
H -0.6026 0.8147 -2.6581
Br -6.4051 -6.1582 -0.3900
C -5.7044 -4.4366 -0.7938
C -6.5238 -3.4991 -1.4021
C -6.0042 -2.2472 -1.6861
C -4.6862 -1.9309 -1.3730
C -3.8844 -2.8897 -0.7682
C -4.3906 -4.1481 -0.4726
C -4.1805 -0.5366 -1.6938
O -4.9457 0.2685 -2.2110
O -2.9568 -0.2911 -1.3987
H -7.5488 -3.7442 -1.6446
H -6.6112 -1.4834 -2.1538
H -2.8572 -2.6670 -0.5135
H -3.7674 -4.8916 0.0056
O 0.8119 0.2940 0.0862
S 1.7834 1.2161 0.7722
C 3.1085 0.1374 1.3137
C 4.2881 0.6908 1.7882
C 5.3012 -0.1520 2.2147
C 5.1306 -1.5296 2.1528
C 3.9471 -2.0627 1.6657
C 2.9190 -1.2293 1.2456
C 2.6466 1.9107 -0.6479
C 2.8254 1.1632 -1.8061
C 3.4750 1.7442 -2.8818
C 3.9368 3.0542 -2.7971
C 3.7436 3.7938 -1.6406
C 3.0867 3.2217 -0.5561
H 4.4173 1.7663 1.8262
H 6.2245 0.2672 2.5936
H 5.9249 -2.1864 2.4846
H 3.8121 -3.1360 1.6115
H 1.9914 -1.6321 0.8599
H 2.4413 0.1502 -1.8594
H 3.6201 1.1719 -3.7896
H 4.4417 3.5003 -3.6449
H 4.0887 4.8181 -1.5828
H 2.9024 3.7882 0.3508
S 0.4296 0.6268 3.4287
C 0.6732 2.3255 3.7217
C -0.3952 3.1966 4.0042
C -0.2034 4.5574 4.1759
C 1.0649 5.1192 4.0699
C 2.1380 4.2801 3.7952
C 1.9462 2.9169 3.6253
H -1.3921 2.7768 4.0828
H -1.0574 5.1899 4.3932
H 1.2112 6.1836 4.2052
H 3.1407 4.6885 3.7192
H 2.8020 2.2747 3.4440



(3)
90
Properties=species:S:1:pos:R:3 method="wB97M-V/def2-TZVPD" lumo_energy_ha=-0.032 total_charge=0 spin_multiplicity=1 e_above_lowest_kcal_mol=22.3
C 4.0874 3.5439 2.6536
N 3.4635 2.6607 1.7119
C 4.2259 1.9325 0.8445
O 5.4430 2.0332 0.6843
C 3.3081 0.9805 0.1103
C 3.6879 -0.4816 0.3322
C 3.6251 -0.8388 1.7987
C 4.6563 -0.4666 2.6697
C 4.5797 -0.7809 4.0273
C 3.4715 -1.4826 4.5161
C 2.4537 -1.8926 3.6439
C 2.5443 -1.5824 2.2858
N 2.0107 1.3104 0.6599
C 0.8875 0.7441 0.1832
C -0.3301 0.7285 0.8526
C -1.4856 0.2229 0.2685
C -2.7171 0.1326 1.0151
C -3.7111 -0.8535 0.7717
C -4.8913 -0.8846 1.5115
C -5.1173 0.0527 2.5277
C -4.1372 1.0085 2.8192
C -2.9676 1.0543 2.0700
C 2.0815 2.2504 1.7989
C 1.7822 1.6061 3.1844
C 1.3075 2.7503 4.0773
C 0.8770 3.9158 3.1610
C 1.1398 3.4945 1.7121
H 5.0393 3.8649 2.2271
H 3.4483 4.4110 2.8194
H 4.2846 3.0606 3.6216
H 3.3194 1.2197 -0.9648
H 3.0080 -1.1261 -0.2436
H 4.7216 -0.5867 -0.0316
H 5.5300 0.0506 2.2619
H 5.3895 -0.4691 4.6955
H 3.4096 -1.7328 5.5783
H 1.5828 -2.4443 4.0128
H 1.7830 -1.9168 1.5764
H 0.9717 0.3163 -0.8193
H -0.3768 1.1759 1.8569
H -1.5007 0.2545 -0.8767
H -3.5492 -1.6149 0.0180
H -5.6247 -1.6622 1.3071
H -6.0307 0.0267 3.1222
H -4.2628 1.7205 3.6346
H -2.2410 1.8450 2.2699
H 1.0115 0.8343 3.0681
H 2.6874 1.1019 3.5477
H 0.4760 2.4194 4.7126
H 2.1246 3.0621 4.7411
H -0.1856 4.1456 3.3123
H 1.4390 4.8266 3.4071
H 1.6276 4.2764 1.1142
H 0.2125 3.1949 1.2103
C -1.2074 -4.8791 1.5362
C -0.3545 -3.7385 1.0687
O -1.1551 -3.0360 0.0610
C -0.4352 -2.1295 -0.6193
C -1.3116 -1.2210 -1.4041
N -0.7884 -0.9422 -2.6256
C -1.4566 -0.6051 -3.7074
C -0.6495 -0.1568 -4.8632
C -1.1889 0.6231 -5.9096
C -0.3935 1.0091 -6.9882
C 0.9511 0.6303 -7.0311
C 1.4968 -0.1391 -5.9906
C 0.7088 -0.5046 -4.8949
C -2.9205 -0.7554 -3.8837
C -3.3680 -1.2733 -5.1209
C -4.7180 -1.5450 -5.3415
C -5.6349 -1.3685 -4.3022
C -5.2173 -0.8493 -3.0701
C -3.8801 -0.4737 -2.8847
O 0.7901 -2.1312 -0.6349
H -0.8412 -5.2570 2.4918
H -2.2561 -4.5867 1.6424
H -1.1343 -5.6933 0.8072
H -0.1376 -3.0165 1.8715
H 0.5822 -4.0757 0.6042
H -2.3482 -1.5700 -1.3559
H -2.2290 0.9215 -5.8736
H -0.8382 1.5957 -7.7923
H 1.5722 0.9384 -7.8803
H 2.5391 -0.4476 -6.0298
H 1.1295 -1.0514 -4.0528
H -2.6489 -1.4449 -5.9217
H -5.0319 -1.9114 -6.3208
H -6.6854 -1.6337 -4.4473
H -5.9151 -0.7480 -2.2342
H -3.5943 0.0542 -1.9726



(4)
90
Properties=species:S:1:pos:R:3 method="wB97M-V/def2-TZVPD" lumo_energy_ha=-0.079 total_charge=0 spin_multiplicity=1 e_above_lowest_kcal_mol=19.2
C 4.1953 3.6502 2.8332
N 3.5072 2.7083 1.9872
C 4.1974 1.9590 1.0702
O 5.4068 2.0036 0.8420
C 3.1975 1.0270 0.4097
C 3.5576 -0.4531 0.5775
C 3.6661 -0.8208 2.0335
C 4.8222 -0.4843 2.7440
C 4.9058 -0.7474 4.1082
C 3.8380 -1.3588 4.7688
C 2.7039 -1.7402 4.0473
C 2.6232 -1.4898 2.6778
N 1.9368 1.3621 1.0567
C 0.7901 0.7277 0.7386
C -0.4146 0.8946 1.4147
C -1.5650 0.1810 1.0764
C -2.8132 0.3249 1.7683
C -3.9175 -0.5392 1.5036
C -5.1205 -0.3933 2.1946
C -5.2729 0.6158 3.1584
C -4.1985 1.4703 3.4338
C -2.9926 1.3346 2.7559
C 2.0996 2.3650 2.1378
C 1.8167 1.8187 3.5665
C 1.3328 3.0209 4.3801
C 0.9803 4.1552 3.3891
C 1.2110 3.6282 1.9721
H 5.2196 3.7659 2.4589
H 3.6934 4.6260 2.8196
H 4.2354 3.3014 3.8762
H 3.1521 1.2994 -0.6596
H 2.8032 -1.0615 0.0654
H 4.5211 -0.6115 0.0760
H 5.6528 -0.0057 2.2191
H 5.8108 -0.4729 4.6478
H 3.8993 -1.5513 5.8430
H 1.8779 -2.2444 4.5469
H 1.7553 -1.8102 2.0920
H 0.8333 0.0229 -0.0927
H -0.4090 1.5957 2.2498
H -1.5233 -0.5144 0.2344
H -3.7920 -1.3270 0.7568
H -5.9529 -1.0623 1.9811
H -6.2212 0.7360 3.6854
H -4.2989 2.2591 4.1795
H -2.1667 2.0179 2.9731
H 1.0608 1.0265 3.5158
H 2.7312 1.3606 3.9662
H 0.4550 2.7552 4.9850
H 2.1123 3.3477 5.0822
H -0.0610 4.4743 3.5289
H 1.6136 5.0319 3.5785
H 1.7282 4.3431 1.3192
H 0.2686 3.3482 1.4915
C -1.6524 -4.9365 1.0756
C -0.8253 -3.7750 0.5991
O -0.9790 -3.6968 -0.8379
C -0.2638 -2.7042 -1.4234
C -0.7440 -2.5088 -2.8022
N -0.5384 -1.4452 -3.5012
C -1.2918 -1.0223 -4.5387
C -0.6125 -0.3807 -5.6584
C -1.2468 0.5796 -6.4776
C -0.5370 1.1912 -7.5075
C 0.7929 0.8389 -7.7690
C 1.4273 -0.1082 -6.9545
C 0.7383 -0.6986 -5.8965
C -2.7564 -1.1677 -4.5040
C -3.5587 -1.2592 -5.6720
C -4.9377 -1.4722 -5.5739
C -5.5523 -1.5891 -4.3240
C -4.7769 -1.4815 -3.1614
C -3.3947 -1.3002 -3.2553
O 0.6215 -2.0720 -0.8473
H -1.6071 -4.9947 2.1623
H -2.6998 -4.8492 0.7826
H -1.2764 -5.8752 0.6651
H -1.1772 -2.8273 1.0335
H 0.2364 -3.9239 0.8306
H -1.2938 -3.3639 -3.2269
H -2.2798 0.8623 -6.2703
H -1.0229 1.9526 -8.1113
H 1.3324 1.2927 -8.6027
H 2.4621 -0.3920 -7.1378
H 1.2288 -1.4304 -5.2553
H -3.0954 -1.1970 -6.6574
H -5.5382 -1.5544 -6.4820
H -6.6284 -1.7731 -4.2509
H -5.2385 -1.5397 -2.1778
H -2.8065 -1.2493 -2.3375



(5)
93
Properties=species:S:1:pos:R:3 method="wB97M-V/def2-TZVPD" lumo_energy_ha=0.011 total_charge=0 spin_multiplicity=1 smiles="COc1ccc(C(=C[C@@H](B2OC(C)(C)C(C)(C)O2)c2ccccc2)c2ccc(OC)cc2)cc1.COc1ccc(-c2ccc(C)s2)cc1"
C 3.8144 0.3919 -3.6192
O 3.0376 1.1267 -2.6442
C 2.7480 0.4367 -1.5049
C 2.4547 1.2133 -0.3734
C 1.9724 0.5880 0.7517
C 1.9410 -0.8276 0.7758
B -1.0632 -0.8300 1.6064
C 2.2411 -1.5068 1.9547
C 2.4320 -2.8835 2.1589
C 3.3046 -3.1430 3.2519
C 3.6423 -2.0098 3.9756
C 4.5871 -1.9072 5.0983
S 2.8497 -0.6251 3.3524
O -0.7959 -0.1812 2.7642
C -1.2708 -1.1193 3.7878
C -0.2564 -1.2344 4.9121
C -2.5487 -0.4377 4.2707
C -1.5095 -2.5075 2.9785
C -0.8225 -3.7258 3.5541
C -2.9666 -2.8662 2.7017
O -0.9753 -2.2131 1.6651
C 1.9743 -1.5557 -0.4405
C 2.6425 -0.9712 -1.5044
H 4.1010 1.1358 -4.3628
H 4.7005 -0.0675 -3.1398
H 3.1949 -0.3947 -4.0837
H 2.5270 2.2883 -0.4686
H 1.5150 1.1163 1.5655
H 2.0318 -3.6341 1.4964
H 3.7330 -4.1199 3.4708
H 5.0617 -2.8670 5.2723
H 5.3530 -1.1633 4.8933
H 4.0699 -1.6040 6.0080
H -0.6855 -1.7923 5.7595
H 0.6684 -1.7371 4.6083
H 0.0394 -0.2500 5.2861
H -3.1735 -1.0535 4.9314
H -2.2521 0.4769 4.8039
H -3.1438 -0.1147 3.4040
H -1.2812 -3.9855 4.5173
H -0.9569 -4.5760 2.8822
H 0.2545 -3.6064 3.6976
H -3.5148 -3.2542 3.5697
H -3.5122 -2.0156 2.2711
H -2.9479 -3.6396 1.9270
H 1.5227 -2.5426 -0.4952
H 3.0212 -1.5506 -2.3447
C 0.6656 7.7794 -2.8032
O -0.4152 7.0965 -2.1393
C -0.3775 5.7475 -1.9886
C -1.4155 5.1691 -1.2162
C -1.4378 3.8087 -1.0036
C -0.4951 2.9692 -1.6378
C -0.6124 1.4872 -1.5047
C -0.8132 1.0482 -0.2124
C -1.2563 -0.2870 0.1982
C -2.8016 -0.2826 0.2546
C -3.5475 -1.3271 -0.3158
C -4.9281 -1.3563 -0.1505
C -5.5694 -0.3379 0.5684
C -4.8334 0.7464 1.0717
C -3.4498 0.7633 0.9304
C -0.4407 0.6209 -2.7043
C -0.2470 1.2008 -3.9861
C 0.1715 0.4405 -5.0739
C 0.4265 -0.9393 -4.8978
O 1.2327 -1.5768 -5.7898
C 1.5083 -2.9702 -5.5342
C -0.0104 -1.5735 -3.7233
C -0.4910 -0.7843 -2.6918
C 0.5634 3.5560 -2.3490
C 0.6342 4.9229 -2.5378
H 0.3954 8.8322 -2.7265
H 1.6251 7.6037 -2.2997
H 0.7370 7.4912 -3.8593
H -2.1711 5.8290 -0.8027
H -2.2242 3.3673 -0.3845
H -0.7002 1.7558 0.6103
H -0.8912 -1.0227 -0.4872
H -3.0207 -2.1169 -0.8513
H -5.5163 -2.1624 -0.5928
H -6.6428 -0.3540 0.7222
H -5.3170 1.5909 1.5671
H -2.8331 1.5719 1.3270
H -0.4030 2.2613 -4.1383
H 0.3879 0.8920 -6.0343
H 2.0696 -3.3085 -6.4033
H 2.1156 -3.0915 -4.6207
H 0.5803 -3.5552 -5.4317
H 0.0834 -2.6443 -3.5585
H -0.8914 -1.3687 -1.8777
H 1.3381 2.9034 -2.7561
H 1.4588 5.3436 -3.1085